Molecular formula: C7H8BrIOSi
Method: DFT, ωB97M-V/def2-TZVPD

**SMILES**: C[Si@@](Br)(I)Oc1ccccc1

Geometry as XYZ:
```
19
Properties=species:S:1:pos:R:3:forces:R:3
C 0.65015 -2.75562 2.51420 -1.42 -0.54 0.07
Si 0.93567 -1.72022 0.99008 -2.32 2.18 0.46
Br 2.90645 -0.85902 0.87706 0.87 0.35 -0.05
I 0.63731 -3.13406 -0.97720 -0.12 0.23 0.08
O -0.17629 -0.28772 1.07720 0.98 -2.64 -0.35
C -0.48815 0.60930 0.07539 1.48 1.51 -0.09
C 0.08444 1.90721 0.19868 0.31 -1.94 0.65
C -0.00304 2.78138 -0.92355 1.75 -0.55 1.08
C -0.61376 2.33055 -2.05597 -1.78 0.30 -2.19
C -1.37409 1.14494 -2.10036 1.85 1.82 0.21
C -1.19341 0.29328 -1.07636 -1.23 -2.18 1.06
H 1.45812 -2.83724 3.27233 -0.18 -0.40 -1.05
H -0.18466 -2.35011 3.11907 0.20 0.17 -0.53
H 0.20271 -3.71493 2.07205 1.15 0.91 1.06
H 0.71982 1.87087 1.16252 -0.93 1.28 -1.77
H 0.63955 3.66525 -1.04723 -0.51 -0.27 0.61
H -0.57488 2.89373 -3.01063 0.03 0.01 0.92
H -1.94263 0.82418 -2.93317 -0.32 0.02 -0.84
H -1.68331 -0.66175 -1.23411 0.19 -0.27 0.65
```
Forces are in eV/Å.

Here are the natural (NBO) charges for atoms 1 to 2, given in e: C -1.195; Si 1.466

Molecular formula: C32H64Li3O12P
Method: DFT, ωB97M-V/def2-TZVPD

**Energy above the lowest of the compared OMol25 structures with the same formula, charge and spin**: 0.0 kJ/mol

Geometry as XYZ:
```
112
Properties=species:S:1:pos:R:3:forces:R:3
Li -3.35476 0.33937 0.09348 -0.42 0.07 0.38
Li -0.56285 0.07056 2.21980 -0.74 -0.19 0.25
Li -0.85868 0.19042 -2.50151 0.21 0.01 -0.55
P -1.07925 0.20567 -0.16457 -0.24 -0.08 0.70
O -0.62366 -1.05547 0.59690 1.06 0.03 -0.22
O -1.78124 1.00139 0.99754 -0.30 0.34 -0.57
O -2.16347 -0.16653 -1.23942 -0.47 0.03 0.40
O -0.05221 1.02846 -0.94368 0.44 -0.43 0.07
C 3.44004 3.36211 -1.77753 -0.02 0.20 0.42
C 4.96690 3.38397 -1.86394 -0.04 -0.44 -0.04
C 5.36500 2.11328 -1.08092 -0.02 0.23 0.35
O 4.17562 1.39361 -0.77614 -0.39 0.09 0.41
C 3.11326 1.88757 -1.59236 0.63 0.27 -0.51
H 2.92639 3.86726 -2.59575 0.05 -0.19 -0.15
H 3.13533 3.87674 -0.86108 0.02 0.04 -0.07
H 5.37098 4.28380 -1.40688 0.15 0.02 -0.12
H 5.32554 3.29529 -2.89022 -0.08 0.19 -0.04
H 5.83020 2.37563 -0.12718 0.09 -0.11 -0.04
H 6.04760 1.46393 -1.63467 0.04 0.08 -0.10
H 2.13888 1.75758 -1.12268 0.06 -0.50 0.01
H 3.20751 1.34476 -2.54507 -0.55 0.12 -0.12
C -5.41874 -2.80818 2.35502 0.01 0.08 0.65
C -4.14726 -3.30602 1.67246 -0.35 -0.52 -0.56
C -3.84378 -2.20563 0.64527 -0.07 -0.03 0.51
O -4.65089 -1.05188 1.03522 0.14 0.01 -0.24
C -5.22328 -1.31059 2.32985 0.39 0.48 -0.36
H -5.54499 -3.17597 3.37558 0.09 -0.05 -0.04
H -6.32165 -3.07722 1.80651 0.08 -0.01 -0.17
H -4.33592 -4.25574 1.16475 0.05 0.05 0.01
H -3.32589 -3.50238 2.36136 0.01 0.34 0.11
H -4.16883 -2.48313 -0.35527 0.14 0.02 -0.07
H -2.79020 -1.91872 0.65307 0.01 -0.07 -0.18
H -6.13539 -0.72353 2.42275 -0.04 -0.03 -0.08
H -4.50452 -0.95589 3.07738 -0.09 -0.20 0.19
C -1.04021 -2.70328 5.78421 0.06 0.06 0.36
C -0.75467 -3.42171 4.47230 0.84 0.41 -0.25
C -0.25028 -2.26836 3.60466 -0.21 0.13 0.60
O -0.94472 -1.08103 4.06382 0.06 -0.06 -0.45
C -1.55503 -1.34349 5.32236 -0.63 -0.35 -0.27
H -0.11751 -2.59919 6.36138 0.03 0.09 -0.11
H -1.75324 -3.19514 6.44642 -0.07 -0.08 -0.14
H -1.61218 -3.91318 4.01945 -0.08 -0.03 0.10
H 0.08989 -4.10772 4.53399 -0.37 -0.41 0.17
H -0.43520 -2.41904 2.54483 0.10 0.21 -0.07
H 0.80634 -2.07398 3.81069 0.11 -0.23 -0.28
H -2.63686 -1.41398 5.14246 0.00 0.11 0.19
H -1.37512 -0.53113 6.02553 0.16 0.06 -0.07
C 2.83022 2.10423 2.50019 0.33 -0.19 0.14
C 2.38050 2.67438 3.86749 -0.26 0.33 -0.26
C 0.89807 2.33118 3.90183 -0.46 0.04 -0.20
O 0.79266 1.11556 3.16335 0.07 0.24 -0.22
C 1.60110 1.34926 1.99437 0.11 -0.38 -0.39
H 3.68101 1.43118 2.60833 -0.06 -0.03 0.08
H 3.15973 2.88486 1.81639 -0.17 0.02 -0.07
H 2.48614 3.75897 3.90141 0.21 -0.02 0.12
H 2.91769 2.23034 4.70169 0.03 -0.04 0.01
H 0.31486 3.09519 3.37207 0.08 0.04 0.02
H 0.43559 2.21418 4.87984 0.21 -0.25 0.09
H 1.05101 1.89681 1.21844 -0.15 0.18 0.31
H 1.77267 0.36259 1.55759 0.37 0.08 0.04
C 1.89773 -2.43574 -4.31705 0.62 -0.38 -0.03
C 2.44444 -2.48908 -2.88406 -0.61 0.02 0.41
C 1.52748 -1.49440 -2.14017 0.21 0.14 -0.17
O 0.37247 -1.30062 -2.99968 0.02 -0.04 0.25
C 0.42242 -2.26150 -4.03270 -0.22 0.06 -0.73
H 2.12129 -3.32644 -4.90837 -0.09 -0.10 0.18
H 2.34879 -1.60823 -4.87078 -0.33 0.24 0.10
H 3.48888 -2.21970 -2.75045 0.06 -0.03 -0.19
H 2.28262 -3.48644 -2.46765 0.15 -0.04 -0.09
H 2.00983 -0.52695 -2.02273 -0.10 0.06 0.01
H 1.18516 -1.81234 -1.15566 -0.02 -0.13 -0.02
H -0.16687 -1.90848 -4.88371 0.11 0.22 0.07
H -0.03468 -3.21864 -3.74577 0.12 0.04 0.30
C 0.43423 2.67001 -5.89113 0.24 0.78 0.19
C -0.12985 3.59206 -4.78075 -0.08 -0.70 0.03
C -0.37286 2.61016 -3.63706 -0.07 -0.09 -0.36
O -0.67245 1.33891 -4.25908 -0.04 0.16 0.48
C -0.08765 1.27068 -5.54696 0.16 0.15 -0.61
H 1.52215 2.76615 -5.88652 0.01 -0.42 0.10
H 0.12666 3.01047 -6.87938 -0.14 -0.13 0.01
H -1.05475 4.06598 -5.10451 0.01 0.10 0.07
H 0.59863 4.33313 -4.46118 -0.11 0.24 -0.17
H -1.23337 2.82613 -3.00793 0.10 0.20 0.11
H 0.51867 2.51834 -3.01197 -0.05 -0.11 0.08
H -0.85639 0.98146 -6.26810 -0.08 -0.11 0.15
H 0.70354 0.51668 -5.59122 0.01 0.00 0.21
C -0.45005 4.23774 -0.20276 0.46 -0.37 -0.11
C -0.64378 5.43659 -1.12905 -0.02 0.36 0.29
C -0.16040 6.61069 -0.29559 -0.20 0.08 0.38
O 0.91158 6.10035 0.48737 0.28 -0.12 -0.45
C 0.68838 4.69938 0.72310 -0.35 0.43 0.01
H -0.16240 3.38151 -0.81152 0.05 -0.21 0.31
H -1.27876 3.88937 0.41213 -0.37 0.36 -0.29
H -1.65821 5.58274 -1.49758 0.01 -0.10 -0.09
H 0.05634 5.33963 -1.96276 -0.21 -0.07 -0.18
H -0.94125 6.99562 0.37739 -0.09 -0.11 -0.10
H 0.19389 7.45139 -0.89364 0.16 -0.05 0.04
H 0.40231 4.62124 1.77389 0.12 -0.36 0.04
H 1.60619 4.14725 0.52680 0.14 0.13 0.19
C -1.97438 -6.44783 0.41489 0.33 -0.39 -0.10
C -1.30804 -5.35922 -0.42879 -0.08 0.12 -0.42
C -0.45892 -4.54139 0.55828 -0.50 -0.26 -0.13
O -0.45657 -5.28927 1.77573 0.16 0.27 0.44
C -0.99092 -6.58189 1.57194 -0.01 0.21 -0.32
H -1.99629 -7.39045 -0.13423 -0.30 0.03 -0.01
H -2.98603 -6.20039 0.73100 0.04 0.13 0.10
H -2.03152 -4.74691 -0.96883 0.02 0.08 0.10
H -0.68130 -5.82537 -1.19212 0.07 0.01 0.07
H -0.90299 -3.56638 0.75918 0.19 0.10 -0.07
H 0.56124 -4.40501 0.19194 0.02 0.05 0.07
H -1.43739 -6.89963 2.51219 0.04 -0.16 0.00
H -0.19511 -7.27332 1.26244 0.01 -0.07 0.25
```
Forces are in eV/Å.

Here are the Mulliken charges for atoms 1 to 2, given in e: Li 0.760; Li 0.830

Molecular formula: CHFN2OS
Method: DFT, ωB97M-V/def2-TZVPD

**Energy above the lowest of the compared OMol25 structures with the same formula, charge and spin**: 104.2 kJ/mol

Geometry as XYZ:
```
7
Properties=species:S:1:pos:R:3:forces:R:3
C 3.00279 0.58163 0.01400 -0.75 -1.00 -0.47
N 3.66520 1.41921 0.40164 0.86 1.16 0.55
N -0.19451 0.50275 0.15759 -0.39 0.85 -0.07
O -0.26846 2.92234 0.00018 -0.41 0.37 -0.11
F 2.30574 -0.37040 -0.43124 0.06 -0.24 -0.13
S -1.06644 1.72840 -0.09420 1.14 -0.90 0.29
H -0.66886 -0.38470 0.10120 -0.52 -0.24 -0.07
```
Forces are in eV/Å.

Here are the natural (NBO) charges for atoms 1 to 2, given in e: C 0.648; N -0.413

| no. | DFT total energy (a.u.) |
| --- | --- |
| 1 | -3508.07827 |
| 2 | -2524.80245 |
| 3 | -721.42077 |